Entry from OMol25: a cluster of 8 separate species, C39H101N7O12 in total (wB97M-V/def2-TZVPD).

## Properties
Energy above the lowest of the compared OMol25 structures with the same formula, charge and spin   233.98 kJ/mol
Orbital gap   8.94 eV
Total charge   0
SMILES   COC[C@H](C)N.COC[C@H](C)N.COC[C@H](C)N.COCCNCCOC.COCCNCCOC.COCCNCCOC.COCCNCCOC.CC(C)O
E_HOMO   -8.5855 eV

Cartesian coordinates (Å):
C: 1.09023 0.75067 -3.37857
O: 2.37481 0.14341 -3.50701
C: 2.51285 -1.00387 -4.32765
C: 2.73590 -0.60963 -5.79378
C: 2.79293 -1.88878 -6.62055
N: 3.93840 0.20981 -5.96540
H: 0.86230 0.59659 -2.32668
H: 0.37326 0.22571 -4.02236
H: 1.01916 1.78247 -3.72513
H: 3.30262 -1.60384 -3.87350
H: 1.58769 -1.59447 -4.29558
H: 1.82536 -0.06793 -6.06851
H: 3.64013 -2.50183 -6.28972
H: 2.94712 -1.76038 -7.69039
H: 1.92307 -2.51527 -6.41087
H: 3.97027 0.58681 -5.00876
H: 4.81822 -0.30302 -5.93837
C: -6.45199 -2.23181 -5.26134
O: -6.34933 -3.58584 -5.68790
C: -7.36636 -4.47294 -5.31137
C: -7.10137 -5.85004 -5.86569
C: -8.37576 -6.71857 -5.84997
N: -6.18958 -6.57014 -4.90935
H: -5.58587 -2.11075 -4.59883
H: -7.40056 -2.09869 -4.74608
H: -6.20645 -1.51272 -6.04329
H: -7.55215 -4.50965 -4.23172
H: -8.36105 -4.19462 -5.69097
H: -6.72617 -5.99880 -6.87902
H: -8.19423 -7.63191 -6.41921
H: -9.23969 -6.26025 -6.34848
H: -8.75992 -6.99345 -4.86789
H: -5.76303 -7.36490 -5.37336
H: -5.44324 -5.88993 -4.76024
C: 1.57926 2.55755 7.04063
O: 1.43935 3.07674 5.73795
C: 0.45074 2.42102 4.94537
C: -0.93622 2.91374 5.32449
C: -2.07168 2.13118 4.65336
N: -1.16055 4.34882 5.07438
H: 0.74996 2.68364 7.74038
H: 2.50035 3.01651 7.40089
H: 1.82473 1.48819 7.03483
H: 0.76674 2.57864 3.91274
H: 0.48245 1.33856 5.13371
H: -1.18282 2.71699 6.37192
H: -2.06022 1.07460 4.93569
H: -1.84016 2.06595 3.58236
H: -3.02132 2.59330 4.89867
H: -0.48613 4.84163 5.65749
H: -0.84372 4.56598 4.13115
C: 0.52096 6.10010 -3.27694
O: 1.29605 5.12772 -3.92035
C: 1.92593 5.68135 -5.07212
C: 2.62115 4.53357 -5.81616
N: 4.05701 4.46366 -5.77510
C: 4.54606 4.25803 -4.40987
C: 6.04836 4.20899 -4.14652
O: 6.60250 5.53789 -4.23223
C: 6.69703 6.15887 -2.98041
H: 0.02596 5.75944 -2.36852
H: -0.27086 6.50782 -3.92023
H: 1.13293 6.96868 -2.99929
H: 2.62574 6.50094 -4.89596
H: 1.14771 6.02965 -5.75534
H: 2.37638 4.65257 -6.87994
H: 2.10577 3.57701 -5.63108
H: 4.39106 3.65220 -6.28276
H: 4.12511 3.28766 -4.09575
H: 4.16330 5.02852 -3.73932
H: 6.65384 3.56359 -4.78692
H: 6.30430 3.91297 -3.12443
H: 7.32839 5.63653 -2.24778
H: 5.73393 6.23711 -2.46088
H: 7.13218 7.14774 -3.10701
C: 5.85463 -3.05007 11.08779
O: 5.05633 -1.93140 10.81669
C: 5.06086 -1.50639 9.47776
C: 4.65590 -0.02993 9.43425
N: 4.18553 0.45369 8.14004
C: 5.09876 0.18288 7.00630
C: 4.50535 0.66526 5.69974
O: 3.49062 -0.23373 5.33414
C: 3.06140 -0.25394 4.01027
H: 6.84971 -2.94762 10.63445
H: 5.47524 -3.98220 10.65146
H: 5.96690 -3.15426 12.16310
H: 4.41113 -2.16024 8.88391
H: 6.08574 -1.56866 9.08249
H: 5.36671 0.61448 9.94985
H: 3.73409 0.07893 10.01754
H: 3.26554 0.12464 7.89032
H: 5.16455 -0.90777 6.92323
H: 6.08375 0.61406 7.17789
H: 5.35838 0.65575 5.00739
H: 4.17177 1.70531 5.76546
H: 2.40649 -1.08975 3.76977
H: 3.83898 -0.28659 3.23592
H: 2.47714 0.63358 3.74098
C: -5.00832 -4.45675 -1.91372
O: -4.13226 -4.43964 -0.82368
C: -4.72861 -4.85457 0.40634
C: -3.91921 -4.34530 1.59209
N: -4.11459 -2.96775 2.00675
C: -4.03391 -1.98210 0.94239
C: -4.33427 -0.57245 1.40558
O: -5.46996 -0.43672 2.25430
C: -6.69865 -0.72916 1.64676
H: -5.97373 -3.95781 -1.77172
H: -5.23983 -5.45599 -2.30119
H: -4.52279 -3.95808 -2.75428
H: -4.99178 -5.92199 0.39510
H: -5.72552 -4.38137 0.33271
H: -2.85058 -4.54132 1.49568
H: -4.26943 -5.03419 2.36883
H: -5.02143 -2.82845 2.44144
H: -4.48019 -2.16042 -0.04255
H: -2.96617 -1.93562 0.67463
H: -4.47958 0.02084 0.49613
H: -3.53806 -0.19640 2.04534
H: -6.61230 -1.71622 1.15761
H: -7.00266 -0.00677 0.88540
H: -7.51176 -0.95549 2.33686
C: 0.00781 -0.41187 1.08370
O: 0.74501 0.70397 1.55821
C: 0.91708 1.76100 0.64039
C: -0.36153 2.55470 0.39193
N: -1.09803 2.10365 -0.76948
C: -2.04022 3.11948 -1.22895
C: -2.82728 2.72953 -2.45684
O: -3.43575 1.45000 -2.20887
C: -4.31539 1.00753 -3.21395
H: 0.50508 -1.30927 1.43572
H: -0.00555 -0.33340 -0.00980
H: -1.05682 -0.41851 1.33603
H: 1.41055 1.37281 -0.25688
H: 1.64452 2.46336 1.05477
H: -0.04313 3.59481 0.27325
H: -0.99840 2.58223 1.28795
H: -1.49589 1.17909 -0.71816
H: -1.51662 4.07204 -1.33732
H: -2.73613 3.39804 -0.42211
H: -2.21021 2.51002 -3.33207
H: -3.61081 3.46671 -2.64196
H: -4.45785 -0.06903 -3.11084
H: -3.82941 1.23279 -4.16692
H: -5.34153 1.38404 -3.15744
C: 3.03784 -1.51937 -0.17552
C: 3.56761 -2.78791 0.44044
C: 2.55871 -3.43744 1.40033
O: 3.74145 -3.82211 -0.55851
H: 1.99662 -1.21028 -0.08889
H: 3.40288 -1.40237 -1.19887
H: 3.54477 -0.66541 0.29838
H: 4.49340 -2.55901 0.96146
H: 1.53428 -3.41479 1.01330
H: 2.49386 -2.85850 2.33025
H: 2.74365 -4.47995 1.64825
H: 2.90644 -4.19597 -0.84199

Force components x, y, z for each atom (eV/Å):
C 0.003 -1.214 -0.439
O 0.686 0.484 -0.124
C -1.004 0.389 -0.081
C 0.379 -1.575 -0.226
C 0.391 -0.538 0.380
N -0.219 0.790 1.539
H -0.652 0.579 -0.076
H -0.135 -0.206 0.298
H 0.586 0.180 0.416
H 0.253 0.019 -0.297
H -0.012 -0.086 0.155
H 0.288 0.419 -0.207
H 0.086 0.131 0.083
H -0.316 0.292 -0.009
H -0.157 0.141 -0.342
H 0.249 0.984 -0.505
H -0.397 -0.692 -0.537
C 1.137 -0.937 0.722
O 0.264 0.031 -0.680
C -1.080 0.215 -0.822
C -0.597 -2.653 1.594
C -0.869 0.246 -0.574
N 0.341 1.223 -0.428
H -0.445 0.274 0.592
H 0.022 0.575 -0.070
H -0.788 -0.240 -0.466
H 0.566 -0.243 0.211
H 0.187 0.517 -0.373
H 0.153 1.266 -0.133
H 0.108 -0.119 0.216
H 0.271 0.239 -0.166
H 0.492 0.081 0.220
H 0.012 -0.009 0.018
H 0.259 -0.451 0.179
C 1.174 -0.383 0.009
O -0.376 -0.186 -0.125
C 0.113 -0.306 1.089
C -1.443 -0.045 -0.453
C 1.222 -0.582 -0.773
N 0.707 -0.075 0.318
H -0.169 0.426 -0.237
H -0.288 0.178 0.444
H -0.267 -0.084 -0.323
H -0.501 0.190 -0.132
H 0.164 -0.036 -0.069
H 0.811 0.349 0.280
H -0.112 0.107 0.404
H -0.623 0.421 -0.157
H -0.089 -0.036 -0.303
H -0.149 0.121 0.001
H -0.204 -0.092 -0.082
C -0.193 1.095 0.093
O 0.187 0.374 0.258
C -0.039 -1.468 -0.673
C -0.723 -0.252 -1.651
N 1.410 0.490 0.935
C -0.165 -1.106 0.540
C 0.552 1.285 0.012
O 0.215 -0.250 -0.244
C -0.043 0.120 0.565
H 0.290 -0.568 -0.075
H 0.009 -0.202 -0.209
H 0.080 -0.053 0.088
H -0.012 0.044 0.454
H -0.148 0.334 0.129
H 0.104 0.290 0.024
H 0.084 0.071 0.805
H -0.276 0.136 -0.413
H 0.035 0.088 0.583
H -0.239 0.004 -0.107
H -0.356 0.050 -0.375
H -0.692 -0.596 0.029
H 0.255 -0.304 -0.341
H -0.208 0.220 -0.261
H -0.167 0.063 -0.161
C 0.510 -0.276 -0.563
O -0.105 0.206 0.506
C 0.762 0.324 0.041
C -2.385 -0.486 0.025
N 1.657 0.828 -0.598
C -1.423 -0.416 0.735
C 1.095 0.129 -0.112
O -0.197 -0.677 0.312
C -0.446 1.000 -1.363
H 0.095 0.240 0.174
H -0.396 0.034 0.146
H -0.137 0.004 0.031
H -0.092 0.229 -0.186
H -0.047 -0.306 -0.096
H 0.393 0.019 -0.493
H 0.255 -0.258 0.502
H -0.009 -0.297 0.275
H 0.610 -0.026 -0.349
H -0.035 0.118 0.119
H -0.305 -0.135 -0.478
H -0.316 -0.029 0.038
H 0.028 -0.257 0.706
H 0.537 -0.096 0.428
H -0.038 0.142 0.217
C 0.061 -0.264 -1.070
O 0.311 -0.280 0.068
C -0.831 1.078 -1.505
C -0.728 -0.980 0.284
N -0.937 0.306 -0.363
C 1.752 0.266 -0.329
C -0.631 0.032 0.439
O -0.436 0.134 0.491
C 0.138 -1.606 -0.868
H 0.041 0.171 0.517
H 0.016 -0.239 0.392
H 0.163 0.175 0.137
H 0.729 -0.115 0.182
H 0.022 0.115 0.917
H -0.003 -0.032 -0.413
H 0.256 0.439 0.516
H 0.078 -0.335 0.210
H -0.679 -0.548 0.390
H -0.008 0.030 -0.157
H 0.268 0.359 0.119
H 0.180 0.123 -0.263
H 0.009 0.214 -0.426
H 0.001 0.201 0.120
H 0.266 0.814 0.546
C -0.030 0.865 -0.856
O 0.045 -0.234 0.810
C -0.023 0.138 0.420
C 0.135 -0.310 -0.189
N 0.269 1.060 -1.027
C -0.195 -0.178 0.885
C -0.244 -1.241 0.008
O -0.447 0.074 1.079
C 0.405 -0.248 -0.086
H -0.184 -0.158 -0.044
H 0.251 -0.628 -0.111
H 0.050 0.197 0.605
H -0.459 0.117 -0.346
H 0.024 -0.281 0.453
H -0.199 0.003 -0.508
H 0.215 -0.229 0.269
H -0.261 0.098 0.267
H 0.301 -0.159 -0.661
H -0.437 -0.343 -0.002
H 0.284 0.832 -0.134
H 0.132 0.178 -0.264
H 0.433 -0.096 0.015
H -0.483 -0.132 -0.365
H 0.187 0.703 0.016
C 1.121 1.997 -0.068
C -2.480 -1.965 -0.236
C -0.449 1.035 1.030
O 1.686 0.551 -0.257
H -0.060 -0.915 -0.211
H -0.356 -0.329 -0.123
H -0.024 -0.067 0.214
H 0.348 -0.586 -0.382
H 0.144 0.098 -0.397
H 0.064 -0.187 0.058
H 0.538 0.065 -0.023
H -0.336 0.261 0.251

Löwdin atomic charge list, values in e, 2 entries:
1. C -0.08
2. O -0.22